[1]
A structure of composition C41H61F4N3OP2Ru. Source: the Open Molecules 2025 dataset; level of theory: ωB97M-V/def2-TZVPD.

Output
Spin multiplicity   6
Charge   -1
Kohn-Sham gap (alpha / beta)   0.2166 / 0.2390 hartree
Expectation value of S²   8.770
Total energy   -3015.294009 Eh

CARTESIAN COORDINATES (ANGSTROEM)
Ru (-0.61583, 0.13913, 0.19428)
C (-0.43449, 2.44848, -3.91865)
C (-0.61733, 0.95262, -4.11751)
N (-1.15984, 0.21544, -2.97234)
C (-1.28214, -1.19899, -3.35977)
C (-0.04801, -1.78577, -4.03528)
C (-2.48749, 0.74390, -2.64486)
C (-3.36672, -0.03046, -1.66657)
N (-2.86789, -0.13585, -0.29545)
C (-3.72561, -0.59508, 0.62468)
C (-3.33625, -0.69239, 1.99569)
F (-2.04652, -0.43144, 2.31854)
C (-4.16306, -1.07527, 3.01786)
F (-3.66619, -1.12781, 4.26731)
C (-5.48318, -1.42770, 2.80675)
C (-5.89469, -1.40333, 1.49030)
F (-7.16010, -1.76872, 1.20681)
C (-5.07715, -1.03391, 0.44528)
F (-5.63210, -1.15310, -0.78882)
H (-0.05389, 2.87558, -4.84828)
H (0.29975, 2.63157, -3.13508)
H (-1.36623, 2.95900, -3.67182)
H (0.36710, 0.54271, -4.33362)
H (-1.26184, 0.77690, -5.00127)
H (-2.14418, -1.32354, -4.03997)
H (-1.47965, -1.76318, -2.44907)
H (0.05169, -1.46112, -5.07106)
H (0.85139, -1.51589, -3.48698)
H (-0.13023, -2.87234, -4.03317)
H (-3.07163, 0.81555, -3.58164)
H (-2.37666, 1.75165, -2.24763)
H (-3.60447, -1.01398, -2.08775)
H (-4.30446, 0.53492, -1.66228)
H (-6.14335, -1.71501, 3.60952)
C (-0.88855, 3.54919, -1.08662)
C (-0.58812, 3.70099, 0.40619)
C (-0.31078, 5.16353, 0.74238)
P (0.45231, 2.25394, 1.11230)
C (-0.40887, 2.61731, 2.91123)
C (-1.94016, 2.62523, 2.85339)
C (0.04745, 1.53812, 3.88662)
C (1.58154, 2.10557, -0.58304)
C (2.13545, 3.24721, -1.15443)
C (2.97729, 3.22763, -2.26157)
C (3.59748, 4.49855, -2.78283)
C (3.23337, 1.99770, -2.85335)
C (2.72097, 0.83535, -2.30230)
C (1.93277, 0.85074, -1.13917)
N (1.42316, -0.30410, -0.55618)
C (2.05286, -1.49848, -0.50594)
C (3.41800, -1.70124, -0.83369)
C (3.96505, -2.96294, -0.92320)
C (3.21183, -4.10601, -0.65504)
C (3.76112, -5.49526, -0.86151)
C (1.92953, -3.91498, -0.16154)
C (1.35173, -2.65455, -0.03496)
P (-0.16195, -2.30804, 0.90854)
C (0.25734, -2.99891, 2.60493)
C (1.27307, -2.04905, 3.24159)
C (0.76091, -4.43533, 2.70520)
C (-1.56875, -3.42835, 0.32123)
C (-2.45202, -3.92673, 1.46611)
C (-1.22500, -4.57578, -0.63021)
H (-1.89123, 3.93507, -1.30380)
H (-0.85179, 2.49469, -1.35859)
H (-0.18013, 4.08919, -1.71210)
H (-1.52227, 3.45492, 0.90562)
H (0.62544, 5.52264, 0.31373)
H (-0.29810, 5.33920, 1.81970)
H (-1.11693, 5.77463, 0.32353)
H (-0.04264, 3.59179, 3.26239)
H (-2.29046, 2.00730, 2.01681)
H (-2.34705, 3.63110, 2.72588)
H (-2.37820, 2.20528, 3.76490)
H (-0.28308, 0.56824, 3.50959)
H (-0.39481, 1.67805, 4.87962)
H (1.13242, 1.52387, 3.99333)
H (1.92331, 4.21269, -0.70472)
H (2.88825, 5.32800, -2.74427)
H (3.93473, 4.37992, -3.81386)
H (4.46434, 4.78140, -2.17843)
H (3.84342, 1.93696, -3.74957)
H (2.91329, -0.11035, -2.79643)
H (4.03651, -0.83528, -1.02334)
H (5.00621, -3.06838, -1.21224)
H (4.83837, -5.47104, -1.03083)
H (3.29862, -5.96999, -1.73163)
H (3.56604, -6.13603, 0.00174)
H (1.36838, -4.79245, 0.13472)
H (-0.68783, -2.91950, 3.15139)
H (2.22936, -2.11001, 2.71551)
H (1.43944, -2.30340, 4.29173)
H (0.92476, -1.02079, 3.18982)
H (1.77313, -4.51527, 2.31089)
H (0.11848, -5.14137, 2.17518)
H (0.78839, -4.72794, 3.75871)
H (-2.17571, -2.70842, -0.23525)
H (-1.94967, -4.69255, 2.06020)
H (-3.35985, -4.36549, 1.04457)
H (-2.75395, -3.11529, 2.12796)
H (-0.39121, -4.32417, -1.28138)
H (-2.09001, -4.80089, -1.25979)
H (-0.97086, -5.48708, -0.08236)
C (2.65308, 4.62460, 2.29498)
O (3.06181, 3.38700, 1.75146)
C (2.16584, 2.35228, 1.88299)
C (2.90311, 1.05151, 2.00659)
H (3.22873, 5.41164, 1.80530)
H (2.85216, 4.65722, 3.37223)
H (1.59147, 4.79207, 2.13369)
H (3.35077, 0.96018, 3.00466)
H (3.72161, 0.99437, 1.27909)
H (2.22650, 0.21599, 1.84771)

[2]
A cluster of 11 separate species, C41H62N4O11 in total. Source: the Open Molecules 2025 dataset; level of theory: ωB97M-V/def2-TZVPD.

Output
Kohn-Sham gap   0.2713 hartree
Relative energy (zero: lowest compared OMol25 entry of this formula, charge and spin)   53.67 kcal/mol
Total energy   -2646.067677 Eh

CARTESIAN COORDINATES (ANGSTROEM)
O (3.24078, 2.36169, -5.89605)
C (3.45180, 1.53238, -5.01894)
O (3.96256, 1.79635, -3.81797)
C (3.88536, 0.76417, -2.84700)
C (3.79685, -0.45843, -3.79908)
C (3.15382, 0.05890, -5.06798)
H (3.03317, 0.96431, -2.19752)
H (4.81805, 0.83448, -2.28730)
H (3.24899, -1.32495, -3.42882)
H (4.81575, -0.76927, -4.03003)
H (2.07900, -0.11880, -5.03231)
H (3.56093, -0.37004, -5.98361)
O (-2.43985, -4.17479, -3.07677)
C (-2.01970, -3.35535, -3.92472)
O (-1.46387, -3.73558, -5.09248)
C (-0.85474, -2.68979, -5.81364)
C (-1.03501, -1.44012, -5.00138)
C (-1.92178, -1.87689, -3.80785)
H (-1.50840, -2.62428, -6.68343)
H (0.20987, -2.80122, -6.01928)
H (-1.50548, -0.57807, -5.47426)
H (-0.10098, -1.14431, -4.52371)
H (-2.90460, -1.42714, -3.94884)
H (-1.50225, -1.53713, -2.86091)
O (-5.57322, 3.48424, 3.91528)
C (-4.39787, 3.32387, 4.19085)
O (-3.85296, 3.78517, 5.29688)
C (-2.48863, 3.51761, 5.42449)
C (-2.02841, 3.17092, 4.01782)
C (-3.33651, 2.52290, 3.41663)
H (-2.35408, 2.70632, 6.13989)
H (-1.98969, 4.44367, 5.71013)
H (-1.15674, 2.53946, 3.84592)
H (-1.73259, 4.10282, 3.53600)
H (-3.34054, 1.46010, 3.65857)
H (-3.39080, 2.55379, 2.32841)
O (1.47118, -3.11034, -2.85437)
C (1.57466, -4.29169, -3.16409)
O (2.02644, -4.64343, -4.35380)
C (2.01324, -6.03009, -4.59132)
C (1.00951, -6.59819, -3.50809)
C (1.00518, -5.50474, -2.48268)
H (3.01906, -6.43992, -4.49946)
H (1.51322, -6.21394, -5.54225)
H (1.49604, -7.47433, -3.07939)
H (0.03720, -6.81246, -3.95173)
H (1.66382, -5.75011, -1.64957)
H (-0.03527, -5.32774, -2.21023)
N (-2.18973, 0.00733, 6.11748)
C (-1.85466, -0.64755, 4.93611)
C (-0.48389, -0.60526, 4.78218)
C (-0.02472, -0.01236, 6.02621)
C (-1.07871, 0.28708, 6.83812)
H (-3.13528, 0.18593, 6.42430)
H (-2.64876, -0.99923, 4.29413)
H (0.19862, -0.94134, 4.01562)
H (0.99694, 0.05163, 6.37048)
H (-1.27054, 0.70246, 7.81641)
N (-0.21375, -3.86574, 2.02226)
C (-0.46858, -3.42230, 0.70381)
C (-1.78394, -2.99345, 0.64793)
C (-2.29625, -3.18545, 1.95302)
C (-1.34994, -3.75400, 2.78863)
H (0.64264, -4.31252, 2.31735)
H (0.30282, -3.39864, -0.05171)
H (-2.44906, -2.60692, -0.11011)
H (-3.33976, -3.10683, 2.22008)
H (-1.44198, -4.13994, 3.79312)
N (-4.16578, 2.55876, -1.31067)
C (-4.58071, 3.80265, -1.71104)
C (-5.28261, 3.59578, -2.93427)
C (-5.14666, 2.26410, -3.36427)
C (-4.41905, 1.67170, -2.31807)
H (-3.67533, 2.26085, -0.47952)
H (-4.46390, 4.65493, -1.05806)
H (-5.66415, 4.40203, -3.54319)
H (-5.49526, 1.84871, -4.29825)
H (-4.07426, 0.64828, -2.30657)
N (1.92130, 3.89384, 3.40690)
C (2.07719, 2.67459, 4.08674)
C (2.61556, 2.88508, 5.39226)
C (2.75762, 4.27349, 5.48327)
C (2.39473, 4.86225, 4.24407)
H (1.63005, 4.08888, 2.45967)
H (1.82336, 1.74919, 3.59115)
H (2.79707, 2.19740, 6.20501)
H (3.12551, 4.77922, 6.36378)
H (2.44531, 5.89383, 3.92836)
C (2.84084, -1.76991, -0.01301)
C (3.55836, -0.81728, 0.81811)
O (2.93095, 0.19021, 1.23584)
C (4.96514, -1.08116, 1.16369)
H (2.78832, -1.42810, -1.04670)
H (1.82790, -1.94953, 0.34726)
H (3.32803, -2.74011, -0.11025)
H (4.97572, -1.30390, 2.23062)
H (5.59806, -0.20653, 1.01351)
H (5.34118, -1.95333, 0.62889)
C (0.09864, -0.06017, -1.11332)
C (-0.86062, 0.23914, -0.05615)
O (-2.04077, 0.41270, -0.32355)
C (-0.42441, 0.15962, 1.42156)
H (-0.16648, 0.54232, -1.98211)
H (-0.11368, -1.11272, -1.30080)
H (1.08040, 0.10726, -0.67032)
H (-0.25103, -0.89777, 1.62148)
H (-1.16963, 0.58704, 2.09243)
H (0.56855, 0.59546, 1.53196)
C (1.70799, 3.36027, -1.08399)
C (0.70234, 3.96802, -0.16349)
O (1.07838, 4.49316, 0.88947)
C (-0.75808, 3.95747, -0.64713)
H (1.67926, 2.29261, -0.86635)
H (2.77992, 3.47942, -0.92635)
H (1.50135, 3.56969, -2.13353)
H (-1.08287, 3.00561, -1.06732)
H (-0.92891, 4.73740, -1.38919)
H (-1.43884, 4.07465, 0.19604)

[3]
A structure of composition C41H64ClF24NbO21PS2. Source: the Open Molecules 2025 dataset; level of theory: ωB97M-V/def2-TZVPD.

Output
Charge   -1
Kohn-Sham gap   0.2424 hartree
Total energy   -7232.641088 Eh

CARTESIAN COORDINATES (ANGSTROEM)
C (-3.02592, 3.43050, 2.38848)
O (-1.93774, 3.13523, 1.55404)
C (-0.72380, 3.04364, 2.28422)
C (0.33341, 2.44194, 1.38254)
C (0.04393, 1.02614, 0.88036)
Nb (0.19462, -0.64460, 2.36970)
O (0.68427, 0.48639, 3.89327)
S (0.12605, -2.69513, 3.82060)
C (-2.06153, -0.29648, 2.49001)
C (-2.95762, -1.31589, 3.15316)
O (-4.36360, -1.08593, 2.86725)
C (2.30683, -0.82592, 1.58711)
C (3.15375, -1.99453, 2.12556)
C (3.63714, -1.70509, 3.53263)
Cl (4.35392, -3.13664, 4.33071)
P (-0.53845, -2.14827, 0.32175)
O (-1.97354, -1.63892, -0.28256)
O (-0.94889, -3.65259, 0.81699)
S (0.76492, -2.35382, -1.11477)
H (-3.88303, 3.64807, 1.75224)
H (-3.26836, 2.58504, 3.04087)
H (-2.82650, 4.30430, 3.02387)
H (-0.42088, 4.05891, 2.58730)
H (-0.86255, 2.46309, 3.20272)
H (1.30110, 2.49183, 1.89580)
H (0.42631, 3.11728, 0.52050)
H (0.76388, 0.77279, 0.09694)
H (-0.94365, 0.99763, 0.41687)
H (1.46260, 1.03195, 3.72683)
H (-0.37068, -2.08588, 4.90141)
H (-2.42729, -0.18679, 1.46775)
H (-2.20261, 0.67868, 2.97260)
H (-2.76982, -2.32617, 2.79316)
H (-2.82874, -1.29728, 4.23903)
H (-4.72079, -0.51425, 3.55098)
H (2.78921, 0.11754, 1.90127)
H (2.35839, -0.83419, 0.49960)
H (2.62965, -2.95011, 2.08775)
H (4.03690, -2.11176, 1.49098)
H (2.82471, -1.36440, 4.17052)
H (4.40883, -0.93697, 3.51955)
H (-2.54531, -2.38879, -0.48235)
H (-1.68864, -3.64814, 1.43644)
C (-2.40706, 5.86609, -0.27087)
C (-1.13721, 6.47746, 0.26146)
O (-0.59005, 7.47212, -0.65208)
C (-1.13526, 8.66467, -0.60142)
O (-2.01889, 9.05881, 0.10091)
C (-0.41770, 9.60555, -1.60146)
F (-0.24807, 9.03580, -2.79858)
F (0.79241, 9.94154, -1.12968)
F (-1.11728, 10.72652, -1.77002)
H (-2.23484, 5.42398, -1.25220)
H (-2.71625, 5.07740, 0.40874)
H (-3.20491, 6.60348, -0.35890)
H (-0.35103, 5.73221, 0.35159)
H (-1.28472, 6.94820, 1.23254)
C (-5.61627, -0.27578, -0.08028)
C (-6.73161, -0.67478, 0.85355)
O (-8.04327, -0.43498, 0.25609)
C (-8.47907, -1.34354, -0.58443)
O (-7.96125, -2.36402, -0.92845)
C (-9.88396, -0.93455, -1.09627)
F (-9.92392, 0.35336, -1.45533)
F (-10.80365, -1.12337, -0.13349)
F (-10.23431, -1.66912, -2.14658)
H (-5.72754, 0.76529, -0.38647)
H (-4.66708, -0.39324, 0.43957)
H (-5.61198, -0.89824, -0.97483)
H (-6.73780, -0.06524, 1.75220)
H (-6.66480, -1.71939, 1.14873)
C (5.30125, -8.34168, 3.86240)
C (6.18445, -8.33381, 2.63531)
O (5.85847, -7.23282, 1.75788)
C (6.36805, -6.05911, 2.09735)
O (7.07412, -5.81622, 3.02958)
C (5.95186, -4.98953, 1.05525)
F (4.66224, -5.08803, 0.74806)
F (6.67009, -5.17382, -0.06940)
F (6.19753, -3.77738, 1.52437)
H (4.25022, -8.36162, 3.57519)
H (5.51622, -9.22623, 4.46327)
H (5.47415, -7.45624, 4.47210)
H (6.02661, -9.22167, 2.02701)
H (7.23782, -8.27141, 2.89954)
C (0.51419, 13.05295, -3.49978)
C (0.78351, 11.87072, -4.40198)
O (0.82010, 12.28118, -5.79269)
C (1.94419, 12.82924, -6.20612)
O (2.94970, 13.01797, -5.58961)
C (1.81741, 13.20141, -7.70616)
F (0.65711, 13.81662, -7.96110)
F (1.86963, 12.09155, -8.45845)
F (2.80951, 14.00364, -8.07029)
H (-0.40713, 13.55343, -3.79891)
H (0.40966, 12.71675, -2.46996)
H (1.32547, 13.77852, -3.54696)
H (-0.02332, 11.14635, -4.34359)
H (1.71506, 11.36829, -4.14611)
C (0.65673, 10.76453, -10.91379)
C (-0.52052, 10.21147, -11.68189)
O (-0.10018, 9.27453, -12.70435)
C (0.16504, 8.04829, -12.29305)
O (0.09262, 7.61234, -11.18406)
C (0.56675, 7.17048, -13.50710)
F (1.44736, 7.79798, -14.29288)
F (-0.52313, 6.89382, -14.23808)
F (1.10222, 6.02916, -13.09573)
H (1.37366, 11.21882, -11.59802)
H (0.30793, 11.52438, -10.21664)
H (1.16185, 9.98127, -10.35111)
H (-1.03803, 10.99172, -12.23464)
H (-1.23625, 9.71857, -11.02532)
C (-13.27839, 1.34039, -0.75998)
C (-14.16823, 0.39842, 0.01331)
O (-14.61059, 0.98693, 1.26220)
C (-15.62650, 1.82223, 1.18311)
O (-16.23976, 2.15132, 0.21160)
C (-15.99049, 2.33193, 2.60233)
F (-14.90398, 2.69843, 3.28590)
F (-16.60620, 1.35453, 3.28388)
F (-16.81273, 3.37211, 2.52249)
H (-12.42904, 1.64864, -0.15041)
H (-12.89881, 0.84154, -1.65089)
H (-13.81815, 2.23581, -1.06608)
H (-13.62947, -0.49752, 0.31113)
H (-15.04151, 0.09811, -0.56429)
C (13.02123, -10.06978, 0.59672)
C (11.53741, -9.90811, 0.36341)
O (10.76745, -10.44363, 1.46869)
C (10.66023, -9.66110, 2.52689)
O (11.12019, -8.57215, 2.68922)
C (9.76632, -10.34813, 3.58884)
F (10.10872, -11.62694, 3.77320)
F (8.48684, -10.31478, 3.18479)
F (9.85570, -9.71511, 4.75110)
H (13.26734, -11.11646, 0.77563)
H (13.56643, -9.72914, -0.28318)
H (13.34832, -9.48288, 1.45343)
H (11.20162, -10.48158, -0.49667)
H (11.26129, -8.86489, 0.21765)
C (7.85546, -12.49951, 6.54019)
C (6.90964, -12.85115, 7.66347)
O (5.54049, -12.54236, 7.30871)
C (4.92433, -13.43056, 6.55114)
O (5.35322, -14.46634, 6.13772)
C (3.47129, -12.96174, 6.27763)
F (3.43328, -11.67487, 5.92839)
F (2.73700, -13.12108, 7.38818)
F (2.93077, -13.68530, 5.30506)
H (7.74001, -11.45167, 6.26150)
H (8.88634, -12.66488, 6.85189)
H (7.66029, -13.10966, 5.65919)
H (7.09998, -12.25056, 8.54940)
H (6.97534, -13.90358, 7.93622)

- Among the records above, which one has the lowest total energy?
  C41H64ClF24NbO21PS2

- total energy of number 2 (C41H62N4O11)?
  -2646.067677 Eh